Entry from OMol25: a structure of composition C27H45AsBr4HfIN5O3SSi3 (ωB97M-V with the def2-TZVPD basis set).

Calculated values
frontier orbital gap = 7.75 eV
E_tot = -15699.41282 a.u.
2S+1 = 1
lowest unoccupied orbital energy = -5.01 eV
maximum force = 2.8 eV/A
total charge = +2

Geometry (Å):
Hf 0.19 0.21 0.82
I -0.38 3.23 3.22
Br 2.99 -0.07 7.13
Br 5.56 -0.57 5.12
Br -0.05 0.29 5.83
Br 5.01 -0.75 1.83
As -0.20 0.07 -1.76
S -2.14 -1.46 1.32
Si -1.85 -1.44 -2.71
Si -0.55 2.12 -3.02
Si 1.88 -0.69 -2.80
O 0.02 0.02 2.77
O 1.21 2.18 0.53
O 2.12 -0.25 1.18
N -1.45 -3.22 3.26
N -2.49 -1.48 4.00
N 3.44 2.23 0.76
N 0.64 -2.20 0.52
N -1.73 1.69 1.02
C -3.54 -1.06 -2.02
C -0.66 2.02 -4.86
C 1.15 -3.22 0.67
C -1.37 -3.15 -2.17
C 3.82 -0.38 4.43
C -1.89 2.71 1.89
C -2.81 1.36 0.28
C 3.23 0.20 -1.89
C 1.24 -0.10 3.37
C 2.28 2.83 0.69
C -1.91 -1.26 -4.54
C 2.13 -2.51 -2.63
C 2.35 -0.27 2.52
C -2.00 -2.06 2.92
C 3.61 -0.43 3.05
C -3.07 3.42 2.00
C -4.16 3.04 1.24
C -2.36 -2.30 5.21
C 1.98 -0.22 -4.58
C -4.03 1.98 0.36
C 2.24 4.32 0.81
C 1.45 -0.02 4.73
C 1.79 -4.52 0.83
C -1.54 -3.50 4.70
C -2.15 2.85 -2.42
C 0.83 3.27 -2.56
C 2.74 -0.16 5.28
H 0.24 1.66 -5.35
H 0.76 3.52 -1.50
H -2.30 -2.19 -4.98
H -2.39 3.72 -3.04
H -1.50 1.42 -5.21
H -4.24 -1.74 -2.52
H 1.96 4.59 1.82
H 1.94 -4.98 -0.15
H -1.01 -3.14 -1.14
H 2.99 1.25 -1.71
H 1.82 2.86 -2.76
H 3.44 -0.29 -0.93
H 3.17 -2.72 -2.92
H -0.83 3.05 -5.19
H -2.85 -0.54 4.00
H 0.72 4.19 -3.14
H -2.08 3.19 -1.38
H -0.93 -1.07 -4.99
H -1.23 -3.91 2.56
H -2.67 0.56 -0.42
H 4.15 0.16 -2.49
H 2.76 -0.84 -5.05
H -4.85 1.63 -0.25
H -3.34 -2.59 5.58
H -1.84 -1.76 6.00
H 2.27 0.82 -4.70
H 1.06 -0.39 -5.14
H 4.29 2.75 0.89
H -2.04 -4.45 4.88
H 1.47 -3.09 -3.28
H -5.10 3.57 1.33
H -2.25 -3.80 -2.22
H -0.60 -3.58 -2.81
H -2.57 -0.45 -4.83
H -0.55 -3.54 5.14
H -3.13 4.26 2.69
H 3.21 4.76 0.58
H -3.86 -0.04 -2.25
H 3.50 1.22 0.72
H -3.60 -1.24 -0.95
H 1.16 -5.18 1.43
H 2.75 -4.40 1.32
H -2.99 2.15 -2.50
H 2.00 -2.84 -1.60
H 1.49 4.73 0.14

---

Entry from OMol25: a structure of composition C27H45BrCaNO7P3S2 (ωB97M-V with the def2-TZVPD basis set).

Calculated values
frontier orbital gap = 5.22 eV
E_tot = -6709.87136 a.u.
2S+1 = 1
lowest unoccupied orbital energy = 4.06 eV
maximum force = 0.8 eV/A
total charge = -2

Geometry (Å):
Br 0.72 0.69 -5.18
Ca 0.62 0.65 0.24
S 1.68 -0.96 -1.72
S 2.07 -1.16 1.78
P -1.51 -2.23 1.27
P 0.46 3.81 -0.91
P -1.55 2.78 0.97
O 0.91 5.20 -1.10
O -1.53 1.39 0.38
O 0.15 3.15 -2.34
O 1.29 2.83 -0.10
O -0.98 3.78 -0.16
O -0.31 2.77 2.04
O -2.79 3.32 1.54
N -0.95 0.42 -3.01
C -0.33 -3.88 -0.73
C -3.60 -3.58 -0.01
C -1.78 -1.28 5.90
C -3.24 -2.92 1.34
C -1.26 -0.58 3.53
C -0.86 -0.44 4.99
C -2.84 -1.03 -2.84
C -1.50 -1.03 -4.82
C -4.24 -1.80 1.63
C 3.35 -1.19 0.54
C -1.55 -3.04 4.11
C -5.90 -3.63 0.99
C 1.33 -5.62 0.08
C -0.43 -3.65 0.78
C -0.73 -0.05 -4.21
C -0.62 -4.99 1.52
C -5.10 -3.54 -0.30
C 4.74 -1.29 1.12
C -5.65 -2.37 1.85
C -1.03 -2.03 3.06
C -1.99 -0.07 -2.32
C 0.07 -6.14 0.77
C -2.49 -2.39 5.13
C 3.19 -1.13 -0.80
C 0.96 -4.64 -1.04
C 4.43 -1.16 -1.68
C -2.58 -1.53 -4.11
H -0.67 0.10 2.91
H -6.97 -3.75 0.80
H -0.88 0.61 5.29
H -0.60 -6.55 0.01
H -3.67 -1.38 -2.25
H -3.21 -2.29 -4.55
H 0.05 -2.14 3.00
H -5.37 -4.35 -0.98
H 0.54 -3.22 1.08
H -2.52 -0.64 6.39
H -5.37 -2.61 -0.82
H 5.23 -2.24 0.85
H 1.93 -6.45 -0.33
H 5.40 -0.49 0.76
H 5.13 -1.94 -1.38
H -3.24 -4.61 -0.01
H -2.06 -3.89 3.64
H -0.10 2.21 -2.38
H 4.97 -0.20 -1.63
H 0.51 2.94 1.52
H 1.76 -3.90 -1.18
H 4.14 -1.32 -2.71
H -1.20 -4.44 -1.08
H 4.71 -1.23 2.20
H -3.05 -3.08 -0.82
H -1.18 -1.73 6.71
H 0.30 -6.95 1.46
H -4.23 -1.09 0.80
H -2.88 -3.15 5.82
H -2.29 -0.26 3.39
H -2.13 0.34 -1.32
H -0.19 -4.90 2.52
H 0.85 -5.17 -1.99
H -1.25 -1.38 -5.81
H 0.18 -0.77 5.09
H -3.36 -1.98 4.61
H -0.32 -2.92 -1.26
H 1.96 -5.13 0.82
H -6.39 -1.61 1.60
H -5.80 -2.62 2.91
H -1.68 -5.22 1.65
H -3.94 -1.22 2.50
H -5.58 -4.52 1.54
H -0.70 -3.47 4.64
H -3.33 -3.68 2.12

---

Entry from OMol25: a structure of composition C27H45Cl4O2PTc (ωB97M-V with the def2-TZVPD basis set).

Calculated values
frontier orbital gap (spin up / spin down) = 6.02 / 7.33 eV
expectation value of S² = 3.9180
E_tot = -3469.14450 a.u.
2S+1 = 4
lowest unoccupied orbital energy (spin up / spin down) = 0.29 / -1.01 eV
maximum force = 2.8 eV/A
total charge = 0

Geometry (Å):
Tc -0.09 0.06 0.19
Cl 3.00 0.75 3.70
Cl 3.06 3.21 1.99
Cl -2.36 0.38 0.14
Cl 5.31 1.35 1.97
P 0.07 0.24 -2.18
O 3.41 -0.18 0.31
O 1.53 0.88 0.97
C -3.27 -0.20 -4.83
C 0.20 -1.84 -0.07
C -1.51 -0.88 3.30
C 0.43 3.88 -4.36
C 0.66 2.39 -4.07
C -1.29 -2.37 3.21
C -3.45 -1.73 -4.79
C 0.90 2.88 -1.63
C -1.26 -2.89 1.76
C 1.47 -0.64 -3.11
C 2.47 -1.80 -5.12
C 1.03 4.82 -3.30
C 2.81 0.63 1.01
C 2.84 0.00 -2.82
C 4.00 -0.89 -3.29
C -1.88 0.26 -4.38
C -3.00 -2.37 -3.48
C -0.61 1.25 2.39
C 0.70 4.39 -1.87
C -1.61 -1.90 -3.03
C 3.54 1.46 2.13
C -0.36 -0.08 2.71
C -1.52 -0.36 -3.02
C 0.11 -2.78 1.08
C 3.88 -1.31 -4.76
C 1.34 -0.88 -4.62
C 0.14 2.05 -2.66
H 0.59 2.64 -0.60
H -1.88 1.35 -4.33
H -2.02 -2.35 1.18
H -1.61 1.64 2.64
H 1.41 0.08 -5.16
H -1.35 -2.28 -2.02
H -3.00 -3.46 -3.57
H 1.49 -1.64 -2.63
H -1.61 -0.58 4.35
H -2.44 -0.58 2.82
H -0.93 2.34 -2.62
H 0.35 -3.78 0.68
H 1.33 4.94 -1.16
H 0.56 -2.38 -0.97
H -0.34 4.64 -1.66
H -1.13 -0.03 -5.14
H 0.82 4.12 -5.35
H -2.29 -0.02 -2.30
H 2.12 4.87 -3.43
H 1.73 2.17 -4.11
H 2.91 0.96 -3.35
H -3.73 -2.12 -2.69
H -0.84 -2.31 -3.71
H -0.37 -2.62 3.74
H -2.87 -2.17 -5.62
H 4.61 -2.10 -4.97
H 0.19 1.79 -4.85
H -2.09 -2.88 3.76
H 2.96 0.21 -1.75
H 4.94 -0.35 -3.13
H -0.66 4.05 -4.39
H 4.15 -0.46 -5.41
H 2.39 -1.92 -6.21
H -4.50 -1.99 -4.99
H 4.03 -1.78 -2.65
H 0.95 -2.53 1.75
H -1.55 -3.95 1.81
H 0.19 1.99 2.29
H -4.02 0.27 -4.17
H 0.65 5.83 -3.47
H 2.32 -2.79 -4.68
H 0.63 -0.46 3.04
H 1.97 2.64 -1.72
H -3.47 0.17 -5.85
H 0.37 -1.31 -4.89